1:
DFT (ωB97M-V/def2-TZVPD) results for one molecule with the formula C2H4IN.

Geometry as XYZ:
```
8
C2H4IN | the Open Molecules 2025 dataset | ωB97M-V/def2-TZVPD
H -1.257 -2.348 -0.453
N -0.447 -1.733 -0.099
C -0.805 -0.493 -0.009
C 0.144 0.576 0.027
I -2.884 0.053 -0.016
H 0.170 1.307 0.876
H -0.068 1.240 -0.807
H 1.324 0.249 0.113
```

The SMILES is [H]/N=C(/C)I. For the HOMO energy, the calculation gives -0.354 Eh. The value obtained for the frontier orbital gap is 10.01 eV. As for the spin multiplicity: 1. The LUMO energy comes out at 0.37 eV.

Atom charges from the natural (NBO) analysis, given in e for atoms 1 to 2: atom 1 (H): 0.358, atom 2 (N): -0.610

=====

2:
DFT (ωB97M-V/def2-TZVPD) results for a 2-piece molecular cluster, C2H4IN overall.

Geometry as XYZ:
```
8
C2H4IN | the Open Molecules 2025 dataset | ωB97M-V/def2-TZVPD
C 1.375 -1.354 0.188
C -1.229 0.989 0.048
N -1.240 -0.213 -0.381
I 2.497 0.443 0.010
H -0.375 -0.782 -0.082
H 1.800 -2.015 -0.638
H -0.574 1.443 0.758
H -2.255 1.490 0.096
```

For the HOMO energy (alpha / beta), the calculation gives -0.334 / -0.334 Eh. The value obtained for the frontier orbital gap (alpha / beta) is 7.32 / 7.32 eV. As for the spin multiplicity: 1. The LUMO energy (alpha / beta) comes out at -1.77 / -1.77 eV.

Atom charges from the natural (NBO) analysis, given in e for atoms 1 to 2: atom 1 (C): -0.304, atom 2 (C): -0.071

=====

3:
DFT (ωB97M-V/def2-TZVPD) results for a 2-piece molecular cluster, C2H4IN overall.

Geometry as XYZ:
```
8
C2H4IN | the Open Molecules 2025 dataset | ωB97M-V/def2-TZVPD
C 1.237 1.274 0.006
C -1.025 -1.432 -0.085
N 1.729 0.242 -0.318
I -2.063 0.209 0.007
H 1.746 2.062 0.543
H 0.137 1.571 0.146
H -1.214 -1.925 -1.033
H -0.547 -2.000 0.734
```

For the HOMO energy (alpha / beta), the calculation gives -0.338 / -0.301 Eh. The value obtained for the frontier orbital gap (alpha / beta) is 8.94 / 7.91 eV. As for the spin multiplicity: 1. The LUMO energy (alpha / beta) comes out at -0.27 / -0.30 eV.

Atom charges from the natural (NBO) analysis, given in e for atoms 1 to 2: atom 1 (C): -0.234, atom 2 (C): -0.633

=====

Which is most stable? The ranking, best first, is 1, 3, 2.

=====

1:
DFT (ωB97M-V/def2-TZVPD) results for a 8-piece molecular cluster, C22H60O8 overall.

Geometry as XYZ:
```
90
C22H60O8 | the Open Molecules 2025 dataset | ωB97M-V/def2-TZVPD
C -4.215 -1.855 0.562
C -3.921 -0.517 -0.111
C -4.906 0.523 0.359
O -2.629 -0.133 0.271
H -5.104 -2.274 0.067
H -4.301 -1.623 1.629
H -3.342 -2.496 0.525
H -3.981 -0.545 -1.175
H -5.891 0.137 0.288
H -4.869 1.519 -0.174
H -4.712 0.697 1.439
H -1.942 -0.709 -0.084
C 0.568 -2.615 -2.653
C -0.852 -3.175 -2.580
C -0.974 -4.332 -1.621
O -1.769 -2.204 -2.107
H 0.846 -2.279 -1.617
H 0.694 -1.765 -3.274
H 1.316 -3.336 -2.918
H -1.183 -3.620 -3.545
H -0.243 -5.122 -1.735
H -1.979 -4.779 -1.670
H -0.854 -3.937 -0.614
H -1.805 -1.460 -2.746
C -1.323 4.688 -0.377
C -2.280 3.662 -0.835
C -2.780 3.954 -2.299
O -1.607 2.358 -0.695
H -1.052 4.734 0.714
H -1.563 5.706 -0.703
H -0.341 4.601 -0.932
H -3.016 3.620 -0.045
H -3.293 3.070 -2.600
H -1.983 4.254 -2.943
H -3.503 4.831 -2.284
H -2.243 1.762 -0.247
C 1.435 3.161 2.829
C 2.582 2.200 2.598
C 3.970 2.801 2.947
O 2.414 1.124 3.426
H 1.571 3.452 3.885
H 0.412 2.758 2.641
H 1.422 4.062 2.175
H 2.589 1.797 1.513
H 4.666 2.157 2.467
H 4.216 2.917 3.988
H 3.983 3.785 2.476
H 1.556 0.666 3.342
C 0.603 1.439 -4.451
C -0.970 1.374 -4.525
C -1.427 0.553 -5.689
O -1.535 0.803 -3.403
H 0.944 1.040 -3.485
H 1.113 2.448 -4.509
H 0.984 0.661 -5.113
H -1.248 2.451 -4.676
H -1.602 -0.443 -5.271
H -0.614 0.524 -6.438
H -2.385 0.844 -6.069
H -1.269 1.284 -2.572
C 4.011 -1.990 0.290
C 4.069 -1.300 1.673
C 4.246 -2.349 2.799
O 5.137 -0.393 1.708
H 4.169 -1.210 -0.405
H 3.031 -2.393 0.144
H 4.758 -2.783 0.270
H 3.124 -0.769 1.932
H 5.233 -2.949 2.640
H 3.359 -2.917 2.911
H 4.434 -1.955 3.804
H 5.896 -0.873 1.935
C 0.812 -3.197 4.078
C 0.361 -1.981 3.243
C -1.126 -2.073 2.912
O 0.338 -0.780 4.013
H 0.615 -4.075 3.457
H 0.260 -3.263 5.015
H 1.923 -3.129 4.365
H 0.975 -1.881 2.322
H -1.600 -2.228 3.837
H -1.387 -2.810 2.170
H -1.446 -1.090 2.444
H 1.043 -0.773 4.648
C 1.033 0.351 -0.514
O 1.193 1.644 -1.048
H 0.196 0.260 0.256
H 0.759 -0.246 -1.340
H 1.939 -0.027 0.047
H 0.268 1.986 -0.964
```

The SMILES is CC(C)O.CC(C)O.CC(C)O.CC(C)O.CC(C)O.CC(C)O.CC(C)O.CO. For the HOMO energy, the calculation gives -0.347 Eh. The value obtained for the frontier orbital gap is 10.15 eV. As for the spin multiplicity: 1. The LUMO energy comes out at 0.72 eV.

Atom charges from the Mulliken analysis, given in e for atoms 1 to 2: atom 1 (C): -1.260, atom 2 (C): 0.763

=====

2:
DFT (ωB97M-V/def2-TZVPD) results for a 8-piece molecular cluster, C22H60O8 overall.

Geometry as XYZ:
```
90
C22H60O8 | the Open Molecules 2025 dataset | ωB97M-V/def2-TZVPD
C 0.313 3.037 -3.238
C 1.145 4.057 -2.443
C 0.863 5.470 -2.927
O 0.888 4.026 -1.053
H 0.607 3.080 -4.290
H -0.766 3.210 -3.197
H 0.490 2.012 -2.903
H 2.176 3.720 -2.628
H 1.672 6.106 -2.570
H -0.139 5.706 -2.561
H 0.781 5.623 -4.005
H 0.874 3.091 -0.785
C -2.633 3.938 -0.555
C -4.036 4.440 -0.232
C -5.119 3.945 -1.181
O -4.418 3.862 1.063
H -1.849 4.410 0.035
H -2.443 4.096 -1.619
H -2.588 2.860 -0.387
H -4.030 5.519 -0.081
H -6.089 4.043 -0.698
H -4.934 2.929 -1.519
H -5.132 4.615 -2.044
H -3.683 4.053 1.661
C 1.564 -3.189 -2.759
C 2.438 -2.064 -3.285
C 1.704 -0.703 -3.352
O 3.535 -1.925 -2.367
H 0.531 -3.120 -3.110
H 1.433 -3.103 -1.678
H 1.955 -4.174 -3.003
H 2.777 -2.224 -4.310
H 2.297 -0.009 -3.955
H 1.458 -0.206 -2.411
H 0.738 -0.758 -3.864
H 3.953 -1.091 -2.618
C -2.131 0.002 -1.991
C -2.833 -0.207 -0.661
C -3.292 -1.655 -0.515
O -1.841 0.069 0.353
H -2.699 -0.398 -2.838
H -1.168 -0.497 -2.138
H -1.888 1.055 -2.145
H -3.678 0.463 -0.486
H -2.544 -2.329 -0.939
H -4.215 -1.748 -1.093
H -3.421 -1.961 0.521
H -2.270 0.566 1.070
C -4.023 1.336 4.625
C -2.930 1.254 3.591
C -2.031 0.050 3.770
O -3.467 1.367 2.269
H -4.443 2.344 4.508
H -3.553 1.404 5.606
H -4.814 0.629 4.386
H -2.257 2.111 3.770
H -1.467 0.090 4.697
H -1.258 -0.099 3.004
H -2.622 -0.863 3.620
H -3.803 2.271 2.173
C 2.170 -2.482 3.246
C 1.185 -3.612 2.901
C 0.022 -3.160 2.016
O 1.906 -4.593 2.171
H 3.028 -2.843 3.819
H 1.677 -1.789 3.936
H 2.586 -2.023 2.348
H 0.742 -4.042 3.807
H -0.539 -4.013 1.644
H 0.570 -2.675 1.202
H -0.640 -2.461 2.534
H 2.531 -4.149 1.576
C 5.828 -2.658 0.516
C 4.872 -3.790 0.137
C 4.926 -4.904 1.152
O 3.530 -3.275 0.074
H 5.509 -2.176 1.439
H 5.828 -1.925 -0.295
H 6.841 -3.054 0.604
H 5.142 -4.150 -0.862
H 4.706 -4.639 2.183
H 5.862 -5.460 1.052
H 4.192 -5.682 0.908
H 3.483 -2.714 -0.725
C 1.369 0.083 0.423
O 0.695 1.253 -0.016
H 1.479 -0.660 -0.367
H 2.265 0.382 0.968
H 0.808 -0.398 1.233
H -0.260 1.077 0.088
```

The SMILES is CC(C)O.CC(C)O.CC(C)O.CC(C)O.CC(C)O.CC(C)O.CC(C)O.CO. For the HOMO energy, the calculation gives -0.346 Eh. The value obtained for the frontier orbital gap is 9.98 eV. As for the spin multiplicity: 1. The LUMO energy comes out at 0.56 eV.

Atom charges from the Mulliken analysis, given in e for atoms 1 to 2: atom 1 (C): -0.641, atom 2 (C): 0.635

=====

Which is most stable? The ranking, best first, is 2, 1.

=====

1:
DFT (ωB97M-V/def2-TZVPD) results for C5H4FNO as an isolated structure.

Geometry as XYZ:
```
12
C5H4FNO | the Open Molecules 2025 dataset | ωB97M-V/def2-TZVPD
C 1.081 -0.761 0.923
C -0.114 0.578 1.916
C 0.217 -0.214 0.039
C -0.126 -0.383 -1.353
C -0.715 0.829 -1.966
H -0.544 0.857 2.822
H 0.062 -1.567 -1.729
H -0.985 0.565 -3.009
H -0.936 1.702 -1.326
N -0.603 0.657 0.714
O 0.850 -0.391 2.244
F 1.813 -1.872 0.725
```

For the HOMO energy, the calculation gives -0.318 Eh. The value obtained for the frontier orbital gap is 9.10 eV. As for the spin multiplicity: 1. The LUMO energy comes out at 0.45 eV.

Atom charges from the natural (NBO) analysis, given in e for atoms 1 to 2: atom 1 (C): 0.599, atom 2 (C): 0.327

=====

2:
DFT (ωB97M-V/def2-TZVPD) results for one molecule with the formula C5H4FNO.

Geometry as XYZ:
```
12
C5H4FNO | the Open Molecules 2025 dataset | ωB97M-V/def2-TZVPD
N 2.808 -0.485 0.057
C 1.972 0.287 -0.172
C 0.957 1.278 -0.353
C -0.329 1.061 -0.011
F -1.085 2.170 0.034
C -1.064 -0.147 0.344
C -0.598 -1.519 0.111
O -1.589 -0.902 -0.742
H 1.305 2.236 -0.706
H -1.786 0.008 1.145
H 0.383 -1.584 -0.348
H -0.974 -2.401 0.641
```

The SMILES is N#C/C=C(/F)[C@@H]1CO1. For the HOMO energy, the calculation gives -0.380 Eh. The value obtained for the frontier orbital gap is 10.38 eV. As for the spin multiplicity: 1. The LUMO energy comes out at 0.03 eV.

Atom charges from the natural (NBO) analysis, given in e for atoms 1 to 2: atom 1 (N): -0.307, atom 2 (C): 0.250

=====

Which is most stable? The ranking, best first, is 2, 1.